Entry 1:
C5H25O8S | the ωB97M-V functional and the def2-TZVPD basis

Structure (ORCA input):
```
! RIJCOSX wB97M-V def2-TZVPD def2/J DEFGRID3
* xyz -1 1
S -2.44628 2.34941 2.82085
O 1.42832 -0.75346 -0.67373
O 1.80939 1.37789 0.83743
O -0.01677 -2.28140 -2.35345
O 3.30850 2.19775 -3.12339
O 4.23215 0.55587 -0.73428
O 0.34689 -2.72276 0.57623
O -2.14932 -1.69370 -4.11191
O 1.05389 1.66162 -1.85383
C -1.33425 -0.02147 1.74803
C -2.89990 2.59826 1.06199
C -2.37513 0.50324 2.71957
C -0.47864 -1.17520 2.27141
C -0.60193 -2.56611 1.63165
H -2.61913 -1.13881 -3.48218
H 1.05328 0.68824 -1.66509
H 1.53961 0.44006 0.62457
H 0.57017 -1.61305 -1.90117
H 0.54279 -1.82364 0.13304
H 2.70940 1.30434 1.17158
H 3.35371 0.95481 -0.64499
H -0.64238 0.78255 1.52510
H 0.59948 -0.98853 2.26883
H -1.59112 -2.66679 1.16169
H -0.35378 -3.35079 2.34351
H -0.67722 -1.32381 3.34155
H 2.28970 -1.18163 -0.65505
H -1.74513 -0.31316 0.77705
H -2.10937 2.24920 0.41749
H 4.36064 0.53969 -1.68394
H 3.05876 1.58270 -3.81672
H 2.53532 2.18880 -2.49437
H -3.84902 2.08866 0.90846
H 1.14492 2.04853 -0.97248
H -3.08082 3.66435 0.93278
H -1.24237 -1.67403 -3.74650
H -2.14422 0.17361 3.73302
H -3.41656 0.24408 2.53845
H -0.16359 -2.90532 -1.63121
*
```

Its largest force on an atom is 1.78 eV Å⁻¹. For the HOMO energy, the calculation gives -0.2274 Eh.

***

Entry 2:
C35H35F3N2O16S | the ωB97M-V functional and the def2-TZVPD basis

Structure (ORCA input):
```
! RIJCOSX wB97M-V def2-TZVPD def2/J DEFGRID3
* xyz 0 1
S -0.93008 1.01234 -1.43465
F 8.27640 1.61982 -2.94400
F 6.77085 3.17060 -1.93880
F 8.84747 2.79231 -0.82451
O -6.30234 -0.73883 -1.86999
O 2.02486 -5.07842 -3.17101
O -9.52026 0.61305 4.89900
O 10.57866 4.32432 -5.02589
O 12.29766 5.29020 -6.18612
O 0.73631 0.45673 1.07906
O 12.36964 5.10864 -3.90717
O -8.96114 -0.69430 3.10735
O -6.23036 -0.92040 0.40896
O -3.35996 -0.67877 3.90365
O -3.72331 1.52408 3.60418
O -8.02134 -1.70471 -0.70977
O -5.31614 0.01959 2.94582
O 5.61414 1.15724 -0.67134
O -10.33906 1.11537 2.86146
O 2.95914 -3.90330 1.89286
N 1.93421 2.41306 1.44046
N 1.12322 2.57359 0.29468
C -3.39806 -1.14659 -2.53629
C 5.12830 -1.97736 -0.02803
C -2.64456 0.79267 -0.71101
C 4.50870 -2.81483 -3.24051
C 2.07954 -4.05630 -2.30791
C 1.06661 -3.16773 0.20739
C 6.14389 -1.51478 -1.26863
C -0.15165 -2.65848 1.21614
C -1.65475 -2.46901 0.58156
C -3.51915 -2.49568 -1.56485
C -3.77934 0.25118 -1.76440
C -4.22926 0.26675 3.44110
C 11.79314 4.93838 -5.13286
C -2.56473 1.40005 4.40745
C -1.95931 -2.77615 -1.03389
C 0.77728 -3.52957 -1.39981
C -2.14184 -0.01566 4.18399
C 0.29204 1.34428 -0.01729
C -6.80686 -1.09065 -0.81673
C -7.21239 -1.24589 1.37425
C 7.78664 2.09481 -1.63015
C 3.78372 -2.84224 -0.40219
C -8.14120 -2.14842 0.62878
C 10.45880 3.88061 -3.68735
C -11.01854 1.93371 3.79505
C -0.74115 -3.32546 -1.99427
C 11.38761 4.78314 -2.94188
C 5.84888 -1.95084 -2.85619
C 7.51497 -0.59169 -1.01530
C 7.08798 0.95389 -0.68661
C 1.74358 1.00816 2.02954
C 2.64934 -3.35390 0.71548
C 3.49600 -3.21932 -2.00618
C -9.55478 0.26030 3.58065
C -10.13871 1.88154 5.00177
H -7.83599 -3.19872 0.68167
H -3.95148 1.06391 -2.62138
H -11.13441 2.94970 3.40779
H -2.83501 1.59619 5.45032
H -7.70169 -0.32398 1.70586
H 9.42540 3.96847 -3.34090
H -2.53134 0.16146 0.26799
H 8.17437 -0.74194 -1.96921
H -6.75846 -1.73811 2.23873
H -4.23360 -1.29847 -3.37507
H -0.96505 -3.57173 -3.12805
H 10.89831 5.70505 -2.61027
H 5.33027 -1.67487 1.09671
H -3.00267 1.87443 -0.36468
H -2.57874 -2.09128 1.23299
H 2.22533 0.50623 2.97160
H 4.24355 -3.15325 -4.35141
H 7.44357 1.17997 0.43045
H 6.62336 -1.61356 -3.67760
H -1.65766 -0.44907 5.06342
H 10.76401 2.83031 -3.63446
H 11.84154 4.29092 -2.07740
H 8.10005 -1.12257 -0.12460
H -1.79957 2.11707 4.09755
H -10.70515 1.96262 5.93356
H -2.37301 -1.11357 -3.12693
H -1.47483 -0.12167 3.32193
H -4.81852 0.06964 -1.22329
H 0.06464 -2.43747 2.36780
H -9.36367 2.65512 4.98788
H 5.26010 1.12885 -1.61373
H -9.17460 -2.06057 0.97523
H -12.01023 1.50855 3.98177
H -3.94058 -3.41699 -2.17236
H -4.26748 -2.31171 -0.67701
*
```

As for the SMILES: O=C1c2ccc(C[C@H](O)C(F)(F)F)cc2C(=O)c2ccc(CCCCSc3nnco3)cc21.O=C1OCCO1.O=C1OCCO1.O=C1OCCO1.O=C1OCCO1. Its largest force on an atom is 8.52 eV Å⁻¹. For the HOMO energy, the calculation gives -0.3157 Eh.

***

Entry 3:
C5H12N2 | the ωB97M-V functional and the def2-TZVPD basis

Structure (ORCA input):
```
! RIJCOSX wB97M-V def2-TZVPD def2/J DEFGRID3
* xyz 0 1
N -1.53441 1.48862 -0.32092
N -0.06012 -1.04605 -0.62307
C 2.04751 0.24275 -0.42510
C 0.56395 0.22367 -0.75376
C -2.43638 0.69725 0.11078
C 0.15072 -1.78643 0.60961
C -0.22663 1.39497 0.16698
H -3.44076 0.82282 -0.26816
H -2.37236 0.19954 1.08741
H 2.21854 0.16130 0.64733
H -0.21585 -1.27727 1.51135
H 2.49603 1.17055 -0.77751
H 0.30184 2.33833 0.01350
H -0.37277 -2.73740 0.52296
H 1.21090 -2.00057 0.73266
H 0.40119 0.55628 -1.78334
H -0.15970 1.05521 1.21216
H 2.53438 -0.59549 -0.92628
H -1.10608 -0.90809 -0.73663
*
```

As for the SMILES: C=NC[C@@H](C)NC. Its largest force on an atom is 2.32 eV Å⁻¹. For the HOMO energy, the calculation gives -0.3183 Eh.

***

Entry 4:
C4H7NO | the ωB97M-V functional and the def2-TZVPD basis

Structure (ORCA input):
```
! RIJCOSX wB97M-V def2-TZVPD def2/J DEFGRID3
* xyz 0 1
O 1.50695 -1.01241 0.52061
N -0.75793 0.40673 0.41220
C 1.20495 -0.29034 -0.67335
C -2.16243 0.12393 0.51885
C -0.21788 0.14635 -0.69830
C 2.14892 0.22438 0.32080
H -2.16755 -0.91099 0.88053
H -2.70980 0.14466 -0.43658
H 1.81233 1.04311 0.95611
H 1.55872 -0.77937 -1.57836
H -0.79025 0.01088 -1.63101
H 3.21795 0.15074 0.13348
H -2.64398 0.74234 1.27502
*
```

As for the SMILES: C/N=C/[C@H]1CO1. Its largest force on an atom is 0.51 eV Å⁻¹. For the HOMO energy, the calculation gives -0.3500 Eh.

***

Record order is preserved below.
E_LUMO: 2.71 -1.52 1.09 1.08 eV
Record order is preserved below.
Total energy: -1205.681489 -3364.874886 -307.166400 -286.520742 a.u.
Record order is preserved below.
Kohn-Sham gap: 8.9 7.1 9.8 10.6 eV